No. 1
A molecular structure, C26H25N3O2S4Tc. Source: OMol25; level of theory: ωB97M-V/def2-TZVPD.

Geometry as XYZ:
```
61
Properties=species:S:1:pos:R:3:forces:R:3
Tc 1.8843 -0.6698 0.3085 -0.07 0.09 0.15
S 5.7030 1.6939 -0.1621 0.02 0.01 0.00
C 6.2593 0.0565 -0.0390 -0.07 0.06 -0.02
C 7.5770 -0.3851 -0.0517 0.05 -0.01 0.00
C 7.7993 -1.7435 0.0230 -0.03 0.01 0.00
C 6.7239 -2.6344 0.1009 0.02 0.01 0.00
C 5.4178 -2.1904 0.1157 -0.05 -0.05 0.01
C 5.1748 -0.8201 0.0550 0.04 -0.03 0.01
N 3.9382 -0.1514 0.0507 -0.09 -0.01 0.02
C 4.0983 1.1581 -0.0785 0.10 0.04 -0.03
C 2.9230 2.0118 -0.1629 -0.02 -0.08 0.01
C 3.0021 3.3798 -0.3625 0.01 0.03 0.00
C 1.8340 4.1222 -0.4594 -0.01 -0.01 0.00
C 0.6018 3.4915 -0.3497 0.02 0.02 0.00
C 0.5278 2.1237 -0.1350 0.01 -0.06 0.02
C 1.6836 1.3419 -0.0455 0.01 0.01 -0.05
H 8.3981 0.3153 -0.1215 0.00 -0.01 0.00
H 8.8115 -2.1224 0.0156 0.00 0.00 0.00
H 6.9206 -3.6966 0.1490 0.00 0.00 0.00
H 4.6078 -2.8985 0.1749 0.01 0.01 0.00
H 3.9631 3.8722 -0.4493 -0.01 0.00 0.00
H 1.8856 5.1903 -0.6198 0.00 0.00 0.00
H -0.3080 4.0716 -0.4289 0.00 0.00 0.00
H -0.4499 1.6782 -0.0446 0.00 0.03 0.00
C -4.6937 2.0019 2.3261 0.01 -0.02 0.02
C -4.0701 0.7846 3.0044 -0.01 0.03 -0.03
C -2.6247 0.5345 2.5987 -0.02 0.01 0.03
N -2.5643 0.2826 1.1471 -0.04 0.01 0.04
C -1.6062 -0.3053 0.4855 0.01 0.08 -0.10
S -0.2506 -0.9671 1.3621 0.13 -0.12 -0.01
N -1.6453 -0.4625 -0.8533 -0.01 -0.06 0.04
C -2.4224 0.2538 -1.8509 -0.01 0.01 0.01
O -1.8274 0.5933 -2.8316 0.01 0.02 0.00
C -3.8613 0.4655 -1.5961 0.00 -0.02 0.01
C -4.4504 1.6392 -2.0637 0.02 0.01 -0.02
C -5.8079 1.8419 -1.8806 -0.01 -0.01 0.01
C -6.5789 0.8649 -1.2620 0.02 0.00 0.00
C -5.9980 -0.3190 -0.8210 -0.02 0.01 0.00
C -4.6373 -0.5201 -0.9805 0.03 -0.01 0.03
H -5.6936 2.1814 2.7172 0.00 0.00 0.00
H -4.8061 1.8794 1.2437 0.00 0.00 0.00
H -4.1005 2.9002 2.5065 0.00 0.00 -0.01
H -4.6600 -0.1134 2.8029 0.00 0.00 0.00
H -4.0775 0.9230 4.0857 0.00 0.00 0.00
H -2.2169 -0.3279 3.1222 0.00 -0.02 -0.01
H -2.0021 1.4021 2.8281 0.02 0.00 -0.02
H -3.3790 0.5785 0.6167 -0.01 -0.02 -0.01
H -0.8035 -0.8531 -1.2592 0.01 0.00 0.00
H -3.8399 2.3758 -2.5697 -0.01 0.00 0.00
H -6.2693 2.7545 -2.2321 0.00 0.00 0.00
H -7.6417 1.0209 -1.1332 0.00 0.00 0.00
H -6.6087 -1.0880 -0.3676 0.00 0.00 0.00
H -4.1832 -1.4501 -0.6572 0.00 0.00 0.00
C 1.7671 -5.6477 -0.8169 0.03 -0.05 0.01
O 1.6411 -4.3521 -1.4777 -0.05 -0.02 -0.02
C 1.7920 -3.2755 -0.7966 0.04 0.08 0.08
S 2.1561 -3.1600 0.8401 -0.03 -0.02 -0.02
S 1.6068 -1.7847 -1.6783 -0.02 -0.03 -0.09
H 1.4883 -6.3718 -1.5722 0.00 0.01 -0.02
H 1.0928 -5.6860 0.0349 -0.02 0.01 0.00
H 2.7993 -5.7883 -0.5043 0.00 0.03 0.00
```
Positions in Å, forces in eV/Å.

## Properties
* Kohn-Sham gap (spin up / spin down): 6.277 / 6.041 eV
* charge: +2
* E_HOMO (spin up / spin down): -14.1 / -14.2 eV
* calculated total energy: -2993.58008 a.u.
* E_LUMO (spin up / spin down): -7.83 / -8.12 eV
* 2S+1: 4

natural (NBO) charges in e: 0.941, 0.574, -0.247, -0.176, -0.174, -0.169, -0.244, 0.189, -0.558, 0.072, -0.028, -0.187, -0.140, -0.170, -0.180, -0.281, 0.247, 0.246, 0.238, 0.222, 0.239, 0.247, 0.237, 0.205, -0.617, -0.417, -0.218, -0.552, 0.405, -0.063, -0.648, 0.689, -0.485, -0.247, -0.140, -0.198, -0.152, -0.224, -0.148, 0.246, 0.191, 0.217, 0.215, 0.241, 0.230, 0.217, 0.453, 0.434, 0.242, 0.243, 0.241, 0.239, 0.217, -0.268, -0.434, 0.117, 0.000, 0.201, 0.240, 0.216, 0.216

No. 2
A molecular structure, AlBH10O3. Source: OMol25; level of theory: ωB97M-V/def2-TZVPD.

Geometry as XYZ:
```
15
Properties=species:S:1:pos:R:3:forces:R:3
Al 10.0005 -10.1407 -13.3191 -0.70 0.48 1.48
B 9.9210 -7.4842 -14.7428 1.96 -1.90 0.75
H 9.8601 -6.3364 -15.1526 -1.68 1.25 1.37
H 8.6833 -7.6876 -14.7308 -1.82 0.27 -2.07
H 10.2963 -8.3999 -15.3895 -0.49 -0.86 0.18
H 10.4722 -7.5129 -13.6562 1.74 0.65 -0.30
O 10.2365 -8.0557 -11.2722 0.01 0.01 -0.80
H 11.0010 -7.4685 -11.1895 0.15 -0.07 0.22
H 9.4870 -7.5108 -11.0040 -0.04 -0.08 0.29
O 8.5654 -10.5033 -10.8845 0.09 0.20 -0.72
H 8.7413 -10.1985 -9.9865 0.26 -0.06 0.07
H 7.6606 -10.8353 -10.8618 -0.01 -0.23 0.03
O 7.5686 -8.4989 -13.1156 0.80 0.32 -0.39
H 6.6431 -8.7917 -13.1359 -0.17 -0.02 -0.38
H 7.5311 -7.6077 -12.7397 -0.11 0.05 0.27
```
Positions in Å, forces in eV/Å.

## Properties
* Kohn-Sham gap: 4.782 eV
* charge: +2
* E_HOMO: -19.4 eV
* calculated total energy: -498.05854 a.u.
* E_LUMO: -14.60 eV
* relative energy (zero: lowest compared OMol25 entry of this formula, charge and spin): 380.08 kJ/mol

natural (NBO) charges in e: 1.248, -0.421, 0.350, 0.327, 0.116, 0.101, -0.946, 0.512, 0.499, -0.988, 0.517, 0.506, -0.869, 0.535, 0.513